(1)
{"formula": "C5H15N2", "method": "wB97M-V/def2-TZVPD", "elements": ["N", "N", "C", "C", "C", "C", "C", "H", "H", "H", "H", "H", "H", "H", "H", "H", "H", "H", "H", "H", "H", "H"], "xyz": [[-1.92401, -0.10989, -0.20541], [-0.37322, 3.04972, 1.33697], [1.04272, -0.17161, -0.40522], [0.27397, -0.76804, 0.62798], [1.60208, -1.69445, -0.14358], [-1.12972, -1.16464, 0.47585], [0.67246, 0.14162, -1.83101], [-1.09133, 3.75772, 1.48288], [-2.81035, -0.49931, -0.48695], [1.38209, 0.86587, -2.23129], [-0.33309, 0.54930, -1.90805], [0.30271, 3.31435, 2.05488], [1.86023, 0.47466, -0.11035], [-2.06630, 0.71257, 0.36751], [2.15969, -1.73272, 0.79582], [0.61226, -0.65994, 1.64882], [2.40490, -1.69156, -0.88447], [0.11733, 3.24419, 0.46560], [1.07642, -2.64508, -0.22147], [-1.66746, -1.45992, 1.37792], [-1.24739, -2.02257, -0.19870], [0.65910, -0.70471, -2.51853]], "lowdin_charge": [0.023, 0.000, -0.228, -0.062, 0.020, -0.199, -0.028, 0.021, 0.086, 0.095, 0.077, 0.015, 0.157, 0.074, 0.119, 0.159, 0.154, 0.010, 0.132, 0.130, 0.143, 0.102], "total_charge": 1, "total_energy_ha": -308.6761, "e_above_lowest_kj_mol": 305.9}

***

(2)
{"formula": "C5H15N2", "method": "wB97M-V/def2-TZVPD", "elements": ["N", "N", "C", "C", "C", "C", "C", "H", "H", "H", "H", "H", "H", "H", "H", "H", "H", "H", "H", "H", "H", "H"], "xyz": [[-0.54324, 0.39268, 0.54397], [-0.13382, 1.93503, -1.95403], [0.88627, -1.71659, 1.28839], [-1.37689, 1.06045, -1.71565], [-0.35488, -0.81231, 1.39040], [-0.76578, -0.14712, -0.94592], [2.23237, -0.89357, 1.43989], [0.98271, -2.35996, 2.23606], [-2.11606, 1.49986, -0.98557], [-1.46388, -0.93190, -0.98690], [-1.99340, 0.61294, -2.66108], [0.15494, -0.38436, -1.47434], [2.54578, -0.49649, 0.47146], [0.96520, -2.32484, 0.36560], [-1.33606, 0.92002, 0.81426], [-0.63792, 2.80898, -1.90128], [0.28801, 1.99962, -2.95186], [2.05977, -0.07352, 2.12027], [0.23787, 1.03666, 0.69258], [3.00687, -1.44118, 1.80837], [-1.24210, -1.39563, 1.07665], [-0.43886, -0.70927, 2.50348]], "lowdin_charge": [0.094, 0.333, -0.190, -0.088, -0.169, -0.045, -0.072, 0.157, 0.150, 0.126, 0.242, 0.143, 0.073, 0.116, 0.154, 0.142, 0.229, 0.075, 0.180, 0.049, 0.134, 0.165], "s_squared": 0.755, "spin_multiplicity": 2, "total_charge": 2, "total_energy_ha": -308.1833, "e_above_lowest_kj_mol": 406.7}

***

(3)
{"formula": "C5H15N2", "method": "wB97M-V/def2-TZVPD", "elements": ["N", "N", "C", "C", "C", "C", "C", "H", "H", "H", "H", "H", "H", "H", "H", "H", "H", "H", "H", "H", "H", "H"], "xyz": [[0.87541, -0.23266, 0.45329], [-0.65079, 1.87398, -0.70386], [0.45225, -0.22443, -0.93515], [-0.77482, -1.22592, 3.24261], [-0.88890, 0.53130, -1.21763], [2.30517, -0.31555, 0.65880], [-1.21913, 0.51284, -2.76981], [-1.40440, 2.46012, -0.44179], [2.57782, -0.61876, 1.56269], [1.27886, 0.21725, -1.57105], [-1.27827, -0.27950, 3.57202], [-0.29768, -0.77793, 2.33576], [-1.41888, -2.14651, 3.09363], [-0.04936, -1.47408, 4.05155], [-2.16971, 1.10165, -3.01455], [2.60621, -0.98788, -0.10589], [-0.43846, 1.07719, -3.36006], [-0.07573, 1.67937, 0.01714], [0.35926, -1.24950, -1.34739], [-1.10655, -0.46719, -3.27009], [-1.73821, -0.03842, -0.69763], [3.05593, 0.58461, 0.44740]], "lowdin_charge": [0.224, 0.416, -0.132, -0.043, -0.273, 0.046, 0.000, 0.174, 0.067, 0.185, 0.040, -0.039, 0.057, 0.041, 0.133, 0.128, 0.113, 0.078, 0.201, 0.111, 0.228, 0.245], "s_squared": 0.860, "spin_multiplicity": 2, "total_charge": 2, "total_energy_ha": -308.0446, "e_above_lowest_kj_mol": 770.9}

***

(4)
{"formula": "C5H15N2O", "method": "wB97M-V/def2-TZVPD", "elements": ["O", "N", "N", "C", "C", "C", "C", "C", "H", "H", "H", "H", "H", "H", "H", "H", "H", "H", "H", "H", "H", "H", "H"], "xyz": [[-1.38828, -2.26146, -1.18655], [0.49113, 0.07537, -0.61195], [2.71297, 1.74036, -0.42241], [0.79335, 0.61196, 0.73512], [-1.90523, -2.27141, 0.11985], [-1.94529, -0.70754, 0.29518], [-1.07275, 0.04202, -0.62631], [2.13144, 1.47445, 0.84418], [3.65690, 1.45982, -0.36305], [-2.83125, -3.00803, 0.18096], [-1.21337, -0.39604, -1.62963], [-2.91236, -0.32813, 0.31683], [2.69222, 2.67110, -0.77188], [-1.06395, -2.61288, 0.83370], [0.72404, -0.02577, 1.53209], [2.81570, 0.95745, 1.63789], [1.01131, 0.85933, -1.29191], [-1.58158, 1.01570, -0.70521], [0.12081, 1.41403, 1.06453], [-1.71659, -0.41046, 1.44886], [1.57546, 2.39533, 1.24308], [1.04104, -0.71026, -0.90941], [-2.13572, -1.98496, -1.73398]], "lowdin_charge": [-0.141, 0.084, 0.009, -0.172, -0.204, -0.184, -0.161, -0.229, 0.078, 0.167, 0.120, 0.092, 0.089, 0.136, 0.092, 0.156, 0.233, 0.148, 0.119, 0.165, 0.133, 0.167, 0.105], "total_charge": 1, "total_energy_ha": -383.8875, "e_above_lowest_kj_mol": 429.3}

***

(5)
{"formula": "C5H15N2O", "method": "wB97M-V/def2-TZVPD", "elements": ["O", "N", "N", "C", "C", "C", "C", "C", "H", "H", "H", "H", "H", "H", "H", "H", "H", "H", "H", "H", "H", "H", "H"], "xyz": [[-0.78001, -0.71231, 0.27104], [1.89940, -1.05779, -0.30681], [0.43756, 1.38199, 0.14185], [2.35749, -0.07752, 0.63774], [-0.47432, 1.27098, 1.29555], [-1.50051, 0.20072, 0.99795], [1.84770, 1.36067, 0.26629], [-2.65649, 0.79557, 0.18479], [0.04501, 0.64187, -0.48110], [1.90293, -0.29618, 1.62946], [-3.44663, 0.03735, 0.13114], [2.59545, -1.79416, -0.36340], [0.12085, 0.93465, 2.15866], [3.44177, -0.08738, 0.69744], [-3.10056, 1.68950, 0.61630], [-1.52355, -4.55467, -5.58754], [-2.32875, 1.02834, -0.82828], [-1.53957, -5.22614, -5.30051], [-0.83601, 2.24179, 1.63113], [2.23335, 2.08118, 0.98716], [-1.88808, -0.15966, 1.96233], [2.23428, 1.59039, -0.73718], [0.95869, -1.28922, -0.00400]], "lowdin_charge": [-0.014, 0.115, 0.134, -0.174, -0.107, -0.448, -0.112, -0.016, 0.128, 0.142, 0.097, 0.126, 0.149, 0.138, 0.091, -0.001, 0.091, 0.001, 0.144, 0.150, 0.159, 0.149, 0.056], "total_charge": 1, "total_energy_ha": -383.7591, "e_above_lowest_kj_mol": 766.5}

***

(6)
{"formula": "C5H15N2O", "method": "wB97M-V/def2-TZVPD", "elements": ["O", "N", "N", "C", "C", "C", "C", "C", "H", "H", "H", "H", "H", "H", "H", "H", "H", "H", "H", "H", "H", "H", "H"], "xyz": [[2.34951, -2.55321, 1.07561], [-0.50830, 0.16301, 2.59114], [0.39880, -1.01723, 0.13107], [-2.01261, 1.03213, -2.36589], [-0.46969, 0.80107, 1.38456], [0.18982, 1.27127, -1.01225], [-0.51519, 0.74444, -2.26553], [-0.02105, 0.42276, 0.19793], [-2.21400, 2.04586, -2.72149], [-0.09399, 2.27440, -0.71698], [-0.76308, 1.84538, 1.43942], [2.20391, -2.88037, 1.97434], [-0.37226, -1.52380, -0.31491], [3.14161, -2.00364, 1.10976], [0.41296, -1.46369, 1.04234], [-2.56932, 0.68493, -1.50237], [-0.73838, 0.67528, 3.42453], [1.26825, 1.26162, -1.19574], [-2.36205, 0.55718, -3.29121], [-0.05321, 1.20786, -3.13700], [0.18518, -0.54208, 2.78708], [1.26935, -1.18937, -0.36482], [-0.35620, -0.33555, -2.33665]], "lowdin_charge": [-0.041, 0.087, 0.224, -0.096, -0.138, -0.156, -0.250, -0.245, 0.082, 0.127, 0.143, 0.068, 0.177, 0.069, 0.115, 0.073, 0.108, 0.122, 0.079, 0.114, 0.088, 0.152, 0.096], "total_charge": 1, "total_energy_ha": -383.9965, "e_above_lowest_kj_mol": 143.3}

***

(7)
{"formula": "C5H15N2O", "method": "wB97M-V/def2-TZVPD", "elements": ["O", "N", "N", "C", "C", "C", "C", "C", "H", "H", "H", "H", "H", "H", "H", "H", "H", "H", "H", "H", "H", "H", "H"], "xyz": [[0.99981, -0.18447, 1.79636], [-2.13940, 1.99624, -0.52941], [3.69362, -1.37568, 0.76076], [-1.30822, -1.04352, -1.96520], [-0.41624, -0.92624, -0.69842], [0.10279, 2.00863, 0.25995], [-1.14185, -0.08007, 0.31808], [-1.12299, 1.34011, 0.07178], [0.89463, 1.37827, 0.65863], [-2.17938, 3.00778, -0.49444], [-2.34103, -1.11149, -1.61931], [3.86500, -2.27006, 1.20235], [-2.05375, -0.55400, 0.69203], [0.98721, -0.31845, 2.76132], [-3.03242, 1.57529, -0.28158], [4.51630, -0.80535, 0.91595], [-1.25310, -0.17943, -2.62816], [-1.02402, -1.89753, -2.57515], [2.88996, -0.91001, 1.16308], [-0.50381, -0.29127, 1.31990], [0.54008, -0.52761, -1.04740], [-0.14835, -1.91885, -0.34536], [0.17515, 3.08770, 0.26424]], "lowdin_charge": [-0.150, 0.209, 0.034, -0.056, -0.199, 0.292, -0.122, -0.316, 0.066, 0.136, 0.078, 0.015, 0.157, 0.049, 0.141, 0.014, 0.082, 0.093, -0.047, 0.154, 0.130, 0.128, 0.110], "total_charge": 1, "total_energy_ha": -383.7877, "e_above_lowest_kj_mol": 691.5}

***

(8)
{"formula": "C5H15N2O", "method": "wB97M-V/def2-TZVPD", "elements": ["O", "N", "N", "C", "C", "C", "C", "C", "H", "H", "H", "H", "H", "H", "H", "H", "H", "H", "H", "H", "H", "H", "H"], "xyz": [[-1.22141, -1.77600, 2.44756], [0.21885, -0.16990, 1.51468], [-0.04862, -0.68254, -1.13890], [-0.77005, -0.44817, 2.55732], [0.29725, 1.39822, -2.39111], [0.80037, 1.17525, 1.61564], [-0.59915, 0.18292, -2.19359], [0.54012, -1.76863, -1.37105], [0.95375, -0.86132, 1.62309], [-1.58858, 0.26924, 2.48362], [1.07199, 1.43391, 2.64031], [0.11435, 1.91479, 1.21082], [1.22229, 1.11281, -2.88684], [-0.68619, -0.40831, -3.10261], [0.95837, -2.32106, -0.53989], [-0.32491, -0.37292, 3.55167], [-1.87209, -1.84138, 1.73967], [0.60488, -2.16050, -2.37994], [-0.07688, -0.34075, -0.10138], [-1.60603, 0.47252, -1.88770], [-0.23484, 2.12446, -2.99692], [1.72006, 1.21107, 1.03672], [0.52645, 1.85627, -1.43120]], "lowdin_charge": [-0.025, -0.142, 0.018, -0.276, -0.051, -0.090, -0.186, 0.151, 0.124, 0.135, 0.092, 0.086, 0.088, 0.124, 0.116, 0.135, 0.092, 0.123, 0.110, 0.133, 0.090, 0.087, 0.067], "total_charge": 1, "total_energy_ha": -383.9896, "e_above_lowest_kj_mol": 161.2}

***

(9)
{"formula": "C5H15N2O", "method": "wB97M-V/def2-TZVPD", "elements": ["O", "N", "N", "C", "C", "C", "C", "C", "H", "H", "H", "H", "H", "H", "H", "H", "H", "H", "H", "H", "H", "H", "H"], "xyz": [[1.52946, 1.81532, -0.96735], [-1.73011, 0.63195, -1.09096], [2.36079, -0.36877, 0.45155], [-1.45063, -0.10716, 0.04662], [0.22927, -1.78793, 1.08904], [-2.70299, 1.69250, -1.05055], [-0.44169, -0.98361, 0.06697], [1.75272, -1.47579, 1.31391], [-0.16847, -1.76355, 2.18680], [2.31207, -2.44820, 1.17052], [1.30253, 2.77482, -0.74470], [-2.01401, 0.27955, 0.92986], [-1.52916, 0.21104, -1.86417], [-2.67309, 2.37721, -0.16540], [-0.05133, -1.34323, -0.91725], [2.73156, -0.75189, -0.43916], [1.73979, -1.29466, 2.35706], [-3.62513, 1.26013, -0.82671], [1.55252, 0.22020, 0.11656], [0.03489, -2.81260, 0.76204], [-2.82947, 2.17480, -2.14380], [0.70296, 1.45785, -1.29193], [2.96751, 0.24200, 1.01106]], "lowdin_charge": [-0.069, -0.086, 0.175, -0.115, -0.207, -0.097, -0.185, -0.125, 0.151, 0.144, 0.115, 0.150, 0.047, 0.096, 0.135, 0.182, 0.099, 0.044, 0.097, 0.112, 0.146, 0.017, 0.173], "total_charge": 1, "total_energy_ha": -383.9392, "e_above_lowest_kj_mol": 293.5}

***

(10)
{"formula": "C5H15N2O", "method": "wB97M-V/def2-TZVPD", "elements": ["O", "N", "N", "C", "C", "C", "C", "C", "H", "H", "H", "H", "H", "H", "H", "H", "H", "H", "H", "H", "H", "H", "H"], "xyz": [[-0.89181, -1.34998, 1.01585], [1.68112, -0.30109, 0.70056], [-2.73763, -0.62487, -0.32414], [-1.65300, -0.21676, 0.54901], [-3.71538, 0.39100, -0.67302], [2.89196, 0.44399, -1.33424], [1.36188, 0.62285, 1.51372], [2.98288, -0.31063, -0.01721], [0.35943, 0.64477, 1.91161], [0.96813, -1.01243, 0.48529], [-1.01192, 0.47763, -0.00817], [-1.55856, -2.05038, 0.94743], [3.70425, 0.18565, 0.62969], [-3.20423, 1.27333, -1.08979], [3.23636, -1.35600, -0.17725], [-4.35965, 0.01484, -1.46898], [-4.35066, 0.65060, 0.17542], [2.49118, 1.45109, -1.18613], [3.89357, 0.60374, -1.72668], [-2.06434, 0.27388, 1.43806], [-2.37673, -1.07124, -1.17890], [2.11971, 1.31699, 1.86071], [2.23344, -0.05696, -2.04283]], "lowdin_charge": [-0.024, 0.055, 0.164, -0.192, 0.029, -0.053, 0.184, -0.160, 0.103, 0.143, 0.158, 0.129, 0.135, 0.153, 0.139, 0.127, 0.134, 0.085, 0.101, 0.165, 0.197, 0.143, 0.084], "s_squared": 0.754, "spin_multiplicity": 2, "total_charge": 2, "total_energy_ha": -383.5188, "e_above_lowest_kj_mol": 240.2}